{"formula": "C3H6N2", "method": "wB97M-V/def2-TZVPD", "homo_lumo_gap_ev": 8.8, "e_above_lowest_kj_mol": 573.10, "elements": ["N", "N", "C", "C", "C", "H", "H", "H", "H", "H", "H"], "xyz": [[-1.823039, -0.096617, -0.728257], [-1.728858, 0.247534, 0.659090], [1.126960, 0.599549, -0.096434], [-0.672548, -0.332754, 0.020796], [0.676493, -0.845003, 0.168462], [0.946811, -1.025633, 1.151145], [1.239043, -1.663719, -0.470427], [-2.295367, -0.436281, 1.178655], [-1.846198, 0.931710, -1.041819], [1.234324, 1.160815, 0.744634], [1.215166, 1.082091, -1.014679]], "atomic_forces_ev_per_a": [[-0.610, 2.300, -2.769], [-1.155, -0.639, 3.955], [-3.224, -3.201, -0.333], [3.699, 1.926, -0.718], [2.166, -0.703, -2.929], [0.057, -0.704, 2.024], [-1.945, 1.391, 0.890], [0.304, 0.198, 0.035], [0.397, -2.311, -0.769], [0.248, 1.572, 2.188], [0.064, 0.172, -1.576]]}